Record 1
{"formula": "C31H75BBrN6O4PTa", "method": "ωB97M-V with the def2-TZVPD basis set", "species": ["C", "C", "B", "O", "Ta", "C", "C", "C", "N", "C", "C", "C", "Br", "C", "C", "O", "C", "C", "O", "O", "C", "N", "P", "N", "H", "H", "H", "H", "H", "H", "H", "H", "H", "H", "H", "H", "H", "H", "H", "H", "H", "H", "H", "H", "H", "H", "H", "H", "H", "H", "H", "H", "H", "H", "C", "C", "N", "C", "C", "C", "C", "H", "H", "H", "H", "H", "H", "H", "H", "H", "H", "H", "H", "H", "H", "H", "C", "C", "N", "C", "C", "C", "C", "H", "H", "H", "H", "H", "H", "H", "H", "H", "H", "H", "H", "H", "H", "H", "C", "C", "N", "C", "C", "C", "C", "H", "H", "H", "H", "H", "H", "H", "H", "H", "H", "H", "H", "H", "H", "H"], "xyz": [[4.02802, 6.35826, 1.76571], [2.83303, 5.62066, 2.36305], [2.12794, 4.76678, 1.21246], [1.06109, 5.36588, 0.54290], [2.80814, 2.55191, 0.65683], [1.21906, 1.79810, 2.13979], [1.03585, 0.28086, 2.11106], [-0.21940, -0.14089, 2.86147], [-1.40596, -0.01746, 1.97351], [1.19776, 2.54006, -0.91869], [1.23080, 1.44651, -2.00297], [0.20343, 0.36880, -1.64107], [0.81795, -1.45906, -1.92812], [3.62709, 0.46587, 0.11972], [5.04034, 0.38956, -0.46262], [6.01884, 0.84144, 0.48849], [6.77134, -0.13453, 1.03231], [6.62240, -0.35181, 2.49769], [7.55983, -0.79875, 0.37791], [4.27068, 2.62223, 2.22012], [4.09404, 1.79217, 3.13498], [3.87481, 1.16276, 4.11005], [4.37681, 3.73134, -1.11939], [3.94446, 5.28348, -1.34235], [4.46397, 6.98649, 2.53465], [4.76772, 5.67824, 1.38382], [3.68762, 6.99226, 0.96264], [3.13835, 4.94510, 3.15633], [2.09439, 6.31996, 2.76034], [0.47642, 5.72765, 1.21633], [0.29010, 2.23453, 1.76681], [1.35081, 2.18976, 3.14400], [1.87721, -0.14730, 2.64803], [1.04633, -0.13487, 1.11416], [-0.11840, -1.14417, 3.25038], [-0.34188, 0.54771, 3.68995], [-2.08610, -0.72875, 2.18925], [-1.83792, 0.87003, 2.17086], [1.27276, 3.50213, -1.42053], [0.23443, 2.56104, -0.42718], [0.88390, 1.87534, -2.93513], [2.20594, 1.02224, -2.18269], [-0.11921, 0.46186, -0.61913], [-0.68041, 0.49488, -2.24386], [3.70585, -0.05668, 1.07419], [2.98100, -0.14086, -0.50505], [5.13865, 0.91020, -1.40532], [5.26501, -0.65090, -0.67656], [7.47348, -0.89517, 2.86738], [6.52778, 0.56849, 3.05724], [5.74424, -0.94560, 2.71162], [5.75134, 3.63504, -0.73591], [4.31565, 3.03369, -2.35664], [3.72060, 5.37690, -2.32689], [-2.90932, -1.84735, -1.25482], [-2.74788, -3.32336, -1.57806], [-2.42326, -4.13236, -0.42040], [-1.98211, -5.47084, -0.75896], [-2.98265, -6.41420, -1.44118], [-3.33863, -4.02551, 0.69740], [-4.81646, -4.36841, 0.45814], [-2.02329, -1.46249, -0.74930], [-3.04386, -1.28421, -2.17997], [-3.78035, -1.64981, -0.62700], [-1.92763, -3.42010, -2.29487], [-3.65687, -3.67698, -2.09482], [-1.60424, -5.95129, 0.14796], [-1.11111, -5.36951, -1.41433], [-3.73242, -6.78757, -0.74432], [-2.45296, -7.28408, -1.83615], [-3.49346, -5.93644, -2.27763], [-3.28712, -3.00133, 1.07658], [-2.95585, -4.64082, 1.51558], [-5.19695, -3.92779, -0.46412], [-5.42068, -3.97667, 1.27951], [-4.98787, -5.44343, 0.42185], [1.91308, -4.04721, -8.56634], [1.85587, -4.50149, -7.11529], [1.31424, -3.49892, -6.22305], [1.51577, -3.80228, -4.81646], [0.82027, -5.04275, -4.23929], [0.00463, -2.98347, -6.57317], [-1.15691, -3.98125, -6.69108], [2.46076, -3.10869, -8.65823], [2.42532, -4.79994, -9.16745], [0.91878, -3.91209, -8.99398], [2.87560, -4.72204, -6.78984], [1.30178, -5.45403, -7.06548], [1.22113, -2.93279, -4.22736], [2.59257, -3.91169, -4.65343], [-0.24949, -4.88374, -4.10273], [1.23636, -5.26691, -3.25479], [0.96331, -5.92675, -4.86282], [0.09331, -2.45426, -7.52602], [-0.26130, -2.20750, -5.85202], [-0.87712, -4.87765, -7.24679], [-1.98765, -3.51379, -7.22449], [-1.53591, -4.28567, -5.71672], [-5.87357, 2.09329, 6.23146], [-4.49317, 2.71288, 6.07214], [-4.07533, 2.83030, 4.69080], [-2.66516, 3.14667, 4.53876], [-2.16986, 4.50137, 5.05812], [-4.98441, 3.54745, 3.81676], [-5.34427, 4.99538, 4.17930], [-5.92718, 1.12828, 5.72615], [-6.08508, 1.93486, 7.28978], [-6.66084, 2.73635, 5.83599], [-3.77318, 2.07076, 6.58542], [-4.47717, 3.68033, 6.60050], [-2.39933, 3.05690, 3.48166], [-2.09428, 2.36127, 5.04393], [-2.47492, 5.32082, 4.40848], [-1.07864, 4.50466, 5.08214], [-2.51801, 4.71208, 6.06983], [-5.91355, 2.97456, 3.75338], [-4.57732, 3.52227, 2.80348], [-5.57420, 5.11044, 5.23947], [-6.22977, 5.30315, 3.61894], [-4.54822, 5.69207, 3.92333]], "homo_ev": -4.19, "spin_multiplicity": 1, "gap_ev": 6.04, "total_charge": -1}



Record 2
{"formula": "C35H40N4P2Pt", "method": "ωB97M-V with the def2-TZVPD basis set", "species": ["Pt", "C", "C", "C", "C", "C", "C", "C", "C", "C", "H", "H", "H", "H", "H", "H", "H", "H", "H", "H", "H", "H", "H", "H", "H", "P", "P", "N", "N", "N", "N", "C", "C", "C", "C", "C", "C", "C", "C", "C", "C", "C", "C", "C", "C", "C", "C", "C", "C", "H", "H", "H", "H", "H", "H", "H", "H", "H", "H", "H", "H", "H", "H", "H", "H", "H", "H", "H", "H", "C", "C", "C", "C", "C", "C", "C", "C", "H", "H", "H", "H", "H"], "xyz": [[1.22900, 0.88064, 1.10847], [-1.69025, -3.28781, -4.61426], [-2.45491, -2.28855, -4.16501], [-3.81594, -2.48428, -3.57646], [-3.94207, -3.67777, -2.59159], [-2.75195, -3.90323, -1.70525], [-1.74632, -4.72056, -2.03473], [-1.70674, -5.51057, -3.32097], [-2.10034, -4.73161, -4.60473], [2.54904, 0.38902, 2.65430], [-0.74507, -3.09494, -5.13421], [-2.19409, -1.24756, -4.37293], [-4.55319, -2.63066, -4.38320], [-4.11784, -1.56637, -3.05347], [-4.81670, -3.48073, -1.95537], [-4.19578, -4.57863, -3.16387], [-2.82731, -3.44355, -0.71441], [-0.95366, -4.98748, -1.32709], [-2.37022, -6.39170, -3.26045], [-0.69293, -5.91304, -3.47056], [-1.59944, -5.22302, -5.45310], [-3.17507, -4.85885, -4.79158], [3.50011, 0.73336, 2.22163], [2.57490, -0.66955, 2.93828], [2.27689, 1.04721, 3.50130], [-0.40733, -0.53260, 1.71054], [-0.11116, 1.54032, -0.54841], [0.19319, -2.12701, 1.81783], [-1.14950, -0.23161, 3.25746], [0.48802, 0.63208, -1.88204], [-0.25170, 3.10947, -1.22202], [-1.74391, -0.45753, 0.50452], [-1.77841, 0.90097, -0.23470], [1.48190, -2.48831, 1.41358], [1.70240, -3.80955, 1.76828], [0.49537, -4.29383, 2.37531], [-0.41538, -3.24946, 2.38905], [-0.42366, -0.02804, 4.44264], [-1.27270, 0.48021, 5.40919], [-2.57359, 0.60745, 4.81308], [-2.46819, 0.16972, 3.50376], [1.78813, 0.13233, -1.95530], [1.87128, -0.72925, -3.04116], [0.57654, -0.73899, -3.66833], [-0.24312, 0.11324, -2.93801], [-1.03855, 3.40407, -2.35303], [-1.05918, 4.78378, -2.51664], [-0.26663, 5.36066, -1.46191], [0.21931, 4.31588, -0.69279], [-2.71309, -0.67398, 0.97156], [-1.54066, -1.28388, -0.19343], [-2.35235, 0.83235, -1.16670], [-2.25481, 1.67843, 0.38384], [2.11585, -1.75894, 0.93230], [2.62002, -4.35887, 1.61424], [0.33911, -5.29453, 2.75098], [-1.43694, -3.18425, 2.73027], [0.63556, -0.24238, 4.47712], [-1.01035, 0.72541, 6.42660], [-3.46820, 0.97075, 5.29299], [-3.20276, 0.13526, 2.71468], [2.52356, 0.39363, -1.20170], [2.73869, -1.27695, -3.36570], [0.26996, -1.31008, -4.53724], [-1.28216, 0.37354, -3.04933], [-1.49676, 2.61039, -2.90727], [-1.59034, 5.31067, -3.29708], [-0.10397, 6.41497, -1.30751], [0.89922, 4.28661, 0.15479], [2.12788, 2.61204, 1.08271], [2.85056, 3.57662, 1.42387], [3.69073, 4.45764, 2.15610], [4.76711, 5.20331, 1.60565], [5.69175, 5.83512, 2.44942], [5.52509, 5.80833, 3.83994], [4.38924, 5.19203, 4.38182], [3.46883, 4.56665, 3.54830], [4.88553, 5.27467, 0.52513], [6.56011, 6.34840, 2.02474], [6.26376, 6.25648, 4.50915], [4.23074, 5.18904, 5.46038], [2.56584, 4.10775, 3.94773]], "homo_ev": [-4.10, -8.45], "spin_multiplicity": 3, "s_squared": 2.0320, "gap_ev": [4.37, 6.46]}



Record 3
{"formula": "C2H3N5O", "method": "ωB97M-V with the def2-TZVPD basis set", "species": ["C", "C", "H", "H", "H", "N", "N", "N", "N", "N", "O"], "xyz": [[-1.26865, 0.02180, -0.19615], [2.11480, 0.65358, -0.66792], [-2.93811, -0.80282, 0.77072], [-1.24350, -1.07328, 1.46078], [2.91338, 1.20720, -1.28800], [-1.93132, -0.06406, 1.10124], [0.19352, 0.01324, -0.16027], [0.81086, 0.98183, -0.88499], [2.18323, -0.33243, 0.42636], [1.01104, -0.61798, 0.75648], [-1.84525, 0.01291, -1.31825]], "homo_ev": -10.90, "spin_multiplicity": 1, "e_above_lowest_kcal_mol": 102.9, "gap_ev": 10.62}



Record 4
{"formula": "C7H6N2O", "method": "ωB97M-V with the def2-TZVPD basis set", "species": ["C", "C", "C", "C", "C", "C", "C", "N", "N", "O", "H", "H", "H", "H", "H", "H"], "xyz": [[0.30678, 1.27830, 1.75229], [0.24169, -0.63818, 2.73612], [0.30789, 0.35555, 0.70257], [0.22933, 0.62275, -0.69861], [-0.48653, 0.00506, -1.63923], [0.28428, -2.02421, 0.76214], [-0.70387, 0.25212, -3.02840], [0.43152, 0.57916, 2.94356], [0.18175, -0.86624, 1.34429], [0.17299, -3.19134, 1.04706], [0.33946, 2.35842, 1.53794], [0.33814, -1.41767, 3.47564], [0.77782, 1.47682, -1.02373], [0.13637, 0.74244, -3.44832], [-1.37006, 1.04322, -3.07680], [-1.18755, -0.57620, -3.38654]], "homo_ev": [-8.79, -8.18], "spin_multiplicity": 1, "e_above_lowest_kcal_mol": 114.1, "gap_ev": [8.81, 7.64]}



Number 1: total energy -4852.76424 hartree. Number 2: total energy -2378.50798 hartree. Number 3: total energy -426.89368 hartree. Number 4: total energy -454.89813 hartree.